# 1
{"formula": "C31H23FOPS3SbSe4Tc", "method": "ωB97M-V/def2-TZVPD", "symbols": ["Tc", "C", "C", "C", "C", "C", "C", "P", "C", "C", "C", "C", "C", "C", "C", "C", "C", "C", "C", "C", "H", "H", "H", "H", "H", "H", "H", "H", "H", "H", "H", "H", "H", "H", "Se", "Sb", "Se", "Se", "Se", "F", "O", "C", "C", "C", "C", "C", "S", "C", "C", "C", "C", "S", "C", "C", "C", "C", "S", "H", "H", "H", "H", "H", "H", "H", "H", "H"], "coordinates": [[0.4735, -1.0406, 1.1409], [2.6610, 6.5219, 1.6918], [2.4747, 6.2591, 0.3417], [2.2822, 4.9573, -0.0926], [2.2763, 3.9032, 0.8185], [2.4835, 4.1763, 2.1692], [2.6645, 5.4792, 2.6060], [2.0441, 2.1504, 0.3630], [2.3029, 2.2042, -1.4522], [1.2992, 2.0449, -2.4039], [1.6050, 2.0323, -3.7595], [2.9151, 2.1847, -4.1803], [3.9253, 2.3439, -3.2387], [3.6222, 2.3428, -1.8896], [0.2069, 1.9708, 0.4438], [-0.6028, 3.0946, 0.2655], [-1.9831, 3.0292, 0.3215], [-2.6006, 1.8197, 0.5893], [-1.8292, 0.6865, 0.7891], [-0.4309, 0.7490, 0.7124], [2.8131, 7.5378, 2.0291], [2.4795, 7.0695, -0.3739], [2.1466, 4.7613, -1.1490], [2.5032, 3.3620, 2.8835], [2.8207, 5.6792, 3.6574], [0.2677, 1.9347, -2.0958], [0.8130, 1.9116, -4.4861], [3.1520, 2.1809, -5.2349], [4.9508, 2.4642, -3.5603], [4.4190, 2.4575, -1.1631], [-0.1339, 4.0514, 0.0789], [-2.5712, 3.9211, 0.1574], [-3.6777, 1.7495, 0.6540], [-2.3368, -0.2405, 1.0204], [1.5409, -3.2965, 2.7708], [3.8313, -2.8916, 3.0298], [1.8733, -0.8821, -0.7541], [2.8775, -2.9733, -0.6249], [4.7084, -2.5028, 0.7046], [1.4577, -0.2722, 2.4637], [-0.7754, -2.0739, 0.5047], [-1.8814, -3.0964, 0.3325], [-1.2307, -4.4333, 0.4646], [-0.4656, -5.0331, -0.4991], [0.0809, -6.2639, -0.0725], [-0.2983, -6.5777, 1.2001], [-1.3104, -5.3956, 1.8856], [-2.8776, -2.7459, 1.3929], [-2.6148, -2.6054, 2.7298], [-3.7420, -2.1702, 3.4653], [-4.8294, -1.9820, 2.6641], [-4.4962, -2.3130, 1.0289], [-2.3629, -2.8555, -1.0728], [-3.3691, -3.5312, -1.6981], [-3.5524, -3.1035, -3.0383], [-2.6699, -2.1311, -3.3956], [-1.6206, -1.7166, -2.1163], [-0.3155, -4.6080, -1.4803], [0.7006, -6.8973, -0.6857], [-0.0567, -7.4634, 1.7616], [-1.6481, -2.7974, 3.1777], [-3.7457, -2.0110, 4.5306], [-5.8182, -1.6718, 2.9542], [-3.9427, -4.3181, -1.2322], [-4.2994, -3.5069, -3.7021], [-2.5834, -1.6289, -4.3429]], "atomic_forces_ev_per_a": [[0.6, -0.1, -0.6], [0.0, 0.0, 0.0], [0.0, 0.0, 0.1], [0.0, 0.0, -0.1], [0.0, 0.0, 0.0], [0.0, 0.0, 0.0], [0.0, 0.0, 0.0], [0.1, 0.1, 0.0], [0.0, 0.0, 0.0], [0.0, 0.0, 0.0], [0.0, 0.0, 0.0], [0.0, 0.0, 0.0], [0.0, 0.0, -0.1], [0.0, 0.0, 0.1], [-0.2, 0.1, -0.1], [0.1, 0.1, 0.0], [0.0, -0.1, 0.0], [0.0, -0.1, 0.0], [0.0, 0.1, 0.1], [0.0, 0.0, 0.0], [0.0, 0.0, 0.0], [0.0, 0.0, 0.0], [0.0, 0.0, 0.0], [0.0, 0.0, 0.0], [0.0, 0.0, 0.0], [0.0, 0.0, 0.0], [0.0, 0.0, 0.0], [0.0, 0.0, 0.0], [0.0, 0.0, 0.0], [0.0, 0.0, 0.0], [0.0, 0.0, 0.0], [0.0, 0.0, 0.0], [0.0, 0.0, 0.0], [0.0, 0.0, 0.0], [-0.4, -0.1, -0.1], [0.2, 0.0, 0.2], [-0.5, -0.2, 0.5], [0.1, -0.1, -0.1], [0.1, 0.0, -0.1], [-0.4, 0.0, -0.2], [0.4, 0.1, 0.4], [0.2, 0.2, 0.0], [0.0, -0.1, 0.0], [0.0, 0.0, 0.1], [0.0, 0.0, 0.1], [0.0, 0.0, 0.0], [0.0, 0.0, 0.0], [0.0, 0.1, 0.2], [0.0, -0.1, 0.0], [-0.1, 0.0, -0.1], [0.0, 0.0, 0.1], [0.0, 0.0, 0.0], [-0.2, -0.1, -0.1], [0.1, 0.0, 0.0], [0.1, 0.1, 0.0], [-0.1, 0.0, 0.0], [0.0, 0.1, 0.0], [0.0, 0.0, -0.1], [0.0, 0.0, 0.0], [0.0, -0.1, 0.0], [0.0, 0.0, 0.0], [0.0, 0.0, 0.1], [-0.1, 0.0, 0.0], [0.0, 0.0, 0.0], [0.0, 0.0, 0.0], [0.0, 0.0, -0.1]], "mulliken_charge": [-0.42, -0.46, -0.74, -0.04, 0.15, -0.58, -0.62, 0.53, 0.07, 0.33, -0.77, -0.50, -0.66, -0.86, 1.67, 0.04, -0.88, -0.87, 0.21, -0.19, 0.39, 0.41, 0.40, 0.40, 0.39, 0.40, 0.42, 0.39, 0.41, 0.43, 0.36, 0.45, 0.46, 0.15, -0.28, 0.46, 0.33, -0.08, -0.21, -0.59, 0.34, 2.97, -0.23, -0.44, -0.95, -0.37, 0.04, -0.82, -0.24, -0.95, -0.46, -0.01, -1.21, -0.54, -0.90, -0.53, 0.07, 0.68, 0.45, 0.49, 0.51, 0.46, 0.49, 0.61, 0.48, 0.49], "gap_ev": [5.496, 5.503], "total_energy_ev": -349194.9729, "molar_mass_g_mol": 1093.297, "relative_energy_kj_mol": 72.7, "homo_ev": [-10.41, -10.41], "e_lumo_ev": [-4.914, -4.907], "total_charge": 1}


# 2
{"formula": "C4H7NO2", "method": "ωB97M-V/def2-TZVPD", "symbols": ["C", "C", "C", "C", "N", "O", "O", "H", "H", "H", "H", "H", "H", "H"], "coordinates": [[1.9856, -0.6530, 0.1607], [-1.8843, -0.2765, -0.6957], [-2.1243, -0.3522, 0.7878], [2.5903, 0.5581, -0.2994], [-0.8268, -0.1283, 0.2473], [1.0865, -1.2110, 0.6307], [-0.1273, 0.9834, 0.3484], [-1.9929, -1.1094, -1.3597], [-1.9681, 0.7026, -1.1193], [-2.6052, 0.4822, 1.2827], [-2.3589, -1.3276, 1.2065], [3.6001, 0.3104, 0.0693], [2.5942, 0.6236, -1.3835], [2.0312, 1.3978, 0.1243]], "atomic_forces_ev_per_a": [[1.8, -2.8, -1.9], [0.1, 1.0, -0.3], [-0.7, 0.1, 0.5], [0.0, 0.7, 0.9], [0.8, 2.0, 0.3], [-0.5, -0.8, 1.6], [-1.9, -1.8, 0.0], [0.2, -0.5, 0.0], [-0.9, 0.3, -0.6], [0.1, 0.1, 0.0], [0.4, 0.1, 0.0], [0.0, 1.4, -0.3], [0.0, -0.3, 0.0], [0.7, 0.5, 0.0]], "mulliken_charge": [0.19, -0.46, -0.47, -0.63, 0.40, -0.32, -0.50, 0.24, 0.30, 0.26, 0.22, 0.32, 0.26, 0.19], "gap_ev": [6.948, 9.101], "total_energy_ev": -9839.4291, "molar_mass_g_mol": 101.105, "relative_energy_kj_mol": 214.9, "spin_multiplicity": 3, "homo_ev": [-5.87, -9.67], "e_lumo_ev": [1.077, -0.564]}


# 3
{"formula": "C42H41NO3P2PbS", "method": "ωB97M-V/def2-TZVPD", "symbols": ["Pb", "C", "C", "C", "C", "C", "C", "C", "C", "C", "H", "H", "H", "H", "H", "H", "H", "H", "H", "H", "H", "H", "H", "H", "H", "P", "P", "C", "C", "C", "C", "C", "C", "C", "C", "C", "C", "C", "C", "C", "C", "C", "C", "C", "C", "C", "C", "C", "C", "C", "C", "C", "C", "H", "H", "H", "H", "H", "H", "H", "H", "H", "H", "H", "H", "H", "H", "H", "H", "H", "H", "H", "H", "H", "H", "O", "S", "O", "N", "C", "O", "C", "C", "C", "C", "C", "C", "H", "H", "H", "H"], "coordinates": [[-0.0616, 1.0067, 1.7206], [-1.5188, 1.0223, -4.4491], [-1.5946, -0.2919, -4.2297], [-0.8940, -1.3430, -5.0450], [0.5334, -0.9995, -5.5369], [1.4100, -0.1321, -4.6752], [1.4674, 1.2018, -4.7565], [0.5677, 2.0798, -5.5583], [-0.8939, 1.6035, -5.6876], [1.7799, 0.3913, 2.9736], [-2.0172, 1.7440, -3.8000], [-2.2926, -0.6892, -3.4888], [-1.4679, -1.5864, -5.9577], [-0.8610, -2.2808, -4.4663], [1.0645, -1.9595, -5.6726], [0.4496, -0.5355, -6.5325], [2.1604, -0.6970, -4.1099], [2.3369, 1.7587, -4.3843], [0.9611, 2.1974, -6.5849], [0.5938, 3.0858, -5.1089], [-1.4848, 2.4758, -6.0152], [-0.9353, 0.8586, -6.4955], [1.6326, 1.0784, 3.8268], [2.7748, 0.5551, 2.5376], [1.6998, -0.6404, 3.3532], [-1.3908, -0.6758, -0.1887], [2.0559, 0.0872, -0.0191], [-0.1776, -0.8930, -1.4756], [1.1589, -0.6102, -1.4022], [-2.2838, -2.2187, 0.0513], [-2.5783, -3.0745, -1.0204], [-3.3593, -4.2042, -0.8039], [-3.7932, -4.5316, 0.4836], [-3.4382, -3.7162, 1.5703], [-2.6866, -2.5649, 1.3628], [-2.5613, 0.6571, -0.6449], [-2.0695, 1.9741, -0.8157], [-2.9562, 3.0484, -0.9213], [-4.3372, 2.8134, -0.9316], [-4.8314, 1.5116, -0.7848], [-3.9494, 0.4411, -0.6223], [3.5063, -0.9755, 0.2164], [3.2806, -2.2686, 0.7355], [4.3585, -3.1017, 1.0402], [5.6675, -2.6720, 0.7917], [5.8946, -1.4006, 0.2547], [4.8209, -0.5546, -0.0402], [2.6286, 1.7568, -0.4996], [2.9526, 2.6904, 0.5031], [3.3615, 3.9751, 0.1523], [3.4311, 4.3487, -1.1943], [3.0451, 3.4461, -2.1940], [2.6322, 2.1596, -1.8376], [-0.5562, -1.3441, -2.4026], [1.8166, -0.9323, -2.2231], [-2.1940, -2.8541, -2.0168], [-3.6316, -4.8445, -1.6462], [-4.4028, -5.4220, 0.6547], [-3.7503, -3.9841, 2.5848], [-2.3925, -1.9276, 2.2033], [-0.9919, 2.1684, -0.8141], [-2.5755, 4.0755, -0.9926], [-5.0247, 3.6555, -1.0620], [-5.9093, 1.3402, -0.7852], [-4.3359, -0.5592, -0.4560], [2.2568, -2.5998, 0.9208], [4.1820, -4.0895, 1.4769], [6.5064, -3.3408, 1.0086], [6.9163, -1.0693, 0.0725], [5.0068, 0.4326, -0.4506], [2.8524, 2.4110, 1.5503], [3.6155, 4.6887, 0.9380], [3.7842, 5.3489, -1.4612], [3.0598, 3.7525, -3.2443], [2.2720, 1.4600, -2.5829], [-0.9469, 3.0817, 6.4761], [-0.2065, 1.9063, 6.0954], [1.2012, 1.8208, 6.3718], [-0.5396, 1.3949, 4.5095], [-1.1283, 0.1941, 4.4277], [-1.2653, -0.4254, 3.3217], [-1.4951, -0.3390, 5.7575], [-2.1193, -1.5485, 6.0911], [-2.2344, -1.8975, 7.4359], [-1.7301, -1.0514, 8.4372], [-1.0952, 0.1580, 8.0986], [-1.0093, 0.4865, 6.7561], [-2.5020, -2.1756, 5.2819], [-2.7170, -2.8395, 7.7229], [-1.8305, -1.3240, 9.4849], [-0.6768, 0.8413, 8.8369]], "atomic_forces_ev_per_a": [[-1.7, -0.4, 1.9], [-0.2, 0.0, -0.2], [-0.4, 0.2, -0.2], [0.0, -0.3, -0.3], [-0.1, -0.4, -0.3], [0.3, 0.2, -0.2], [0.8, -0.3, -0.4], [-0.4, 0.4, -0.2], [0.2, 0.1, -0.4], [2.1, 0.0, 1.4], [-0.1, -0.3, 0.0], [0.2, 0.3, 0.2], [0.0, 0.0, 0.4], [0.0, 0.2, -0.1], [-0.2, 0.4, -0.1], [0.2, -0.3, 0.4], [0.0, 0.4, -0.2], [-0.4, -0.5, 0.2], [0.0, 0.0, 0.4], [-0.1, -0.2, -0.1], [0.1, -0.4, 0.1], [-0.2, 0.4, 0.3], [-0.2, -0.1, -0.6], [-0.5, -0.1, -0.1], [-0.5, 0.2, -0.7], [-0.4, 1.2, 0.4], [1.9, -0.2, -1.0], [2.2, 0.0, -0.7], [-2.1, -1.0, -0.4], [0.1, -0.5, 0.7], [0.1, 0.2, -0.1], [-0.1, -0.2, 0.0], [0.1, 0.4, 0.2], [-0.1, -0.2, -0.2], [0.1, 0.3, -0.2], [-0.1, 0.3, 0.0], [-0.4, -0.1, 0.3], [0.2, -0.2, -0.1], [0.0, -0.2, 0.0], [0.2, 0.4, -0.1], [0.3, 0.1, 0.0], [-0.4, -0.3, 0.2], [0.2, -0.1, 0.2], [-0.3, 0.0, -0.1], [-0.2, 0.1, 0.0], [-0.3, 0.0, -0.1], [0.3, 0.1, 0.3], [-0.6, 0.1, 0.7], [0.0, 0.0, 0.0], [0.0, -0.1, 0.1], [0.0, -0.2, 0.0], [0.0, -0.2, 0.3], [-0.2, 0.0, -0.1], [0.3, 0.2, 0.3], [-0.4, 0.3, 0.3], [-0.3, -0.1, 0.1], [0.2, 0.2, 0.3], [0.2, 0.3, -0.1], [0.1, 0.1, -0.4], [-0.2, -0.2, -0.3], [-0.2, 0.0, -0.1], [-0.2, -0.5, -0.1], [0.3, -0.4, 0.2], [0.4, 0.0, 0.0], [0.0, 0.1, -0.1], [0.3, 0.0, 0.0], [0.0, 0.4, -0.2], [-0.3, 0.3, 0.0], [-0.3, 0.0, 0.0], [0.0, -0.1, 0.1], [0.2, 0.2, -0.2], [-0.1, -0.2, -0.3], [-0.2, -0.4, 0.1], [0.0, -0.2, 0.4], [0.2, 0.2, 0.1], [0.7, -0.6, -0.8], [-1.4, -0.6, 0.2], [-0.1, 0.2, -0.7], [-0.1, -0.2, -0.9], [0.8, 1.7, 1.1], [0.3, 0.5, -0.7], [-0.2, -0.9, 0.4], [0.2, 0.4, -0.4], [0.0, 0.1, 0.2], [0.2, 0.4, -0.4], [-0.3, -0.3, -0.1], [0.0, -0.5, 0.8], [0.1, 0.1, 0.4], [0.2, 0.5, -0.2], [0.0, 0.0, -0.2], [-0.2, -0.3, 0.0]], "mulliken_charge": [1.21, -0.22, -0.28, -0.93, -1.32, 0.14, -0.84, -1.05, -1.06, -1.27, 0.51, 0.74, 0.49, 0.20, 0.46, 0.32, 0.97, 0.83, 0.34, 0.36, 0.49, 0.30, 0.43, 0.59, 0.44, 0.81, 0.55, -0.25, -0.77, 0.02, -0.13, -0.66, -0.60, -0.55, -0.24, 0.98, -0.39, -1.00, -0.56, -0.74, -0.55, 0.64, -0.60, -0.69, -0.47, -0.65, -0.35, 0.49, -0.39, -0.80, -0.68, -0.21, 0.38, 0.02, 0.64, 0.30, 0.45, 0.40, 0.46, 0.37, 0.48, 0.45, 0.42, 0.45, 0.46, 0.41, 0.41, 0.41, 0.43, 0.47, 0.24, 0.47, 0.42, 0.46, -0.35, -0.62, 1.11, -0.62, -0.70, 1.11, -0.74, -0.06, -0.33, -0.64, -0.50, -0.66, 0.20, 0.50, 0.39, 0.40, 0.45], "gap_ev": [4.333, 3.814], "total_energy_ev": -86492.0300, "molar_mass_g_mol": 909.009, "relative_energy_kj_mol": 79.4, "homo_ev": [-13.48, -13.48], "e_lumo_ev": [-9.148, -9.669], "total_charge": 2}